[1]
Below is a 2-piece molecular cluster, C4H5ClNO overall at a distorted geometry, with properties calculated with ωB97M-V/def2-TZVPD.

The value obtained for the molar mass is 118.54 Da. The calculation puts the HOMO-LUMO gap at 8.9 eV. As for the net charge: +1. The total energy comes out at -745.1842 Eh. The calculation puts the HOMO energy at -14.74 eV.

Each atom is followed by the atoms it is bonded to, with distances in Å.
CARTESIAN COORDINATES (ANGSTROEM)
1 C 2.21546 0.73563 0.58158  H2 1.060, N3 1.546, C4 1.429, H10 1.096
2 H 2.18461 0.74162 1.64143  C1 1.060
3 N 0.95358 0.01213 0.05894  C1 1.546, C4 1.230
4 C 2.06261 -0.46293 -0.18099  C1 1.429, N3 1.230, H9 1.072
5 Cl -3.85103 -0.52539 0.14837  C7 1.858
6 O -1.22256 1.41677 0.58663  C8 1.132
7 C -2.10616 -0.64015 -0.47997  Cl5 1.858, C8 1.372, H11 1.224, H12 1.088
8 C -1.46063 0.44299 0.06175  O6 1.132, C7 1.372
9 H 2.65769 -1.20603 -0.67335  C4 1.072
10 H 2.32857 1.73786 0.15362  C1 1.096
11 H -1.96531 -0.60624 -1.69512  C7 1.224
12 H -1.79684 -1.64626 -0.20288  C7 1.088



[2]
Below is a 2-piece molecular cluster, C5H6Cl2O overall at a distorted geometry, with properties calculated with ωB97M-V/def2-TZVPD.

As for the SMILES: C=C(Cl)Cl.CC=C=O. The value obtained for the molar mass is 153.01 Da. The calculation puts the HOMO-LUMO gap at 9.3 eV. The total energy comes out at -1189.6468 Eh. The calculation puts the HOMO energy at -8.78 eV.

Each atom is followed by the atoms it is bonded to, with distances in Å.
CARTESIAN COORDINATES (ANGSTROEM)
1 Cl 2.09406 -1.34927 -0.59286  C9 1.738
2 C -0.58767 -2.03095 -0.20959  C9 1.372, H11 1.046, H13 1.062
3 Cl 0.77212 -1.32866 1.97480  C9 1.716
4 O 2.03665 1.85472 -1.70283  C8 1.159
5 C -0.71167 1.29224 0.74329  H6 1.106, C7 1.511, H12 1.113, H14 1.143
6 H -1.34352 0.40637 0.93967  C5 1.106
7 C 0.05157 1.05293 -0.53844  C5 1.511, C8 1.282, H10 1.013
8 C 1.11164 1.50578 -1.09872  O4 1.159, C7 1.282
9 C 0.62689 -1.63879 0.29287  Cl1 1.738, C2 1.372, Cl3 1.716
10 H -0.43506 0.46951 -1.20904  C7 1.013
11 H -1.53139 -1.86257 0.20975  C2 1.046
12 H -1.34261 2.20825 0.76540  C5 1.113
13 H -0.63020 -2.06751 -1.27037  C2 1.062
14 H -0.11082 1.48795 1.69607  C5 1.143



[3]
Below is one molecule with the formula C4H5N3O at a distorted geometry, with properties calculated with ωB97M-V/def2-TZVPD.

As for the SMILES: [H]/N=C(/N)O/N=C/C#C. The value obtained for the molar mass is 111.10 Da. The calculation puts the HOMO-LUMO gap at 9.0 eV. The total energy comes out at -394.7321 Eh. The calculation puts the HOMO energy at -9.19 eV.

Each atom is followed by the atoms it is bonded to, with distances in Å.
CARTESIAN COORDINATES (ANGSTROEM)
1 C 0.86689 -1.17449 -0.62703  C3 1.512, H10 1.209, N11 1.315
2 C -1.31173 1.31419 0.39463  O5 1.372, N6 1.414, N12 1.241
3 C 1.86848 -2.07322 0.06247  C1 1.512, C13 1.207
4 H -2.10411 2.28447 -1.28991  N6 1.093
5 O -0.50780 0.80846 -0.59484  C2 1.372, N11 1.473
6 N -2.18565 2.25308 -0.20010  C2 1.414, H4 1.093, H9 0.952
7 H -0.31037 0.52770 1.66413  N12 1.098
8 H 3.84255 -3.31894 0.16487  C13 1.195
9 H -2.85226 2.76702 0.24498  N6 0.952
10 H 0.89815 -1.37201 -1.81964  C1 1.209
11 N 0.31935 -0.20822 0.07667  C1 1.315, O5 1.473
12 N -1.27707 1.04419 1.60533  C2 1.241, H7 1.098
13 C 2.75357 -2.85223 0.31844  C3 1.207, H8 1.195